# 1
One molecule with the formula C22H20FN5O2. Source: OMol25; level of theory: ωB97M-V with the def2-TZVPD basis set.

CARTESIAN COORDINATES (ANGSTROEM)
N1 0.699 -1.319 -7.669
O1 1.454 0.574 3.432
F1 -0.683 -1.363 0.309
C1 0.178 -0.457 -7.173
N2 3.685 1.012 -4.557
N3 0.927 1.521 -4.075
O2 1.064 0.183 5.872
C2 0.819 0.005 2.516
C3 2.793 1.285 -5.534
C4 1.737 1.104 -3.007
C5 3.083 0.786 -3.371
C6 1.398 1.649 -5.309
C7 -4.747 -2.288 4.352
C8 -3.777 -2.732 5.121
C9 -4.510 -1.242 3.555
C10 1.719 1.356 0.766
C11 1.900 1.704 -0.601
C12 0.453 -0.051 -1.315
C13 -2.404 -2.227 5.100
C14 -3.290 -0.599 3.510
C15 0.183 -0.317 0.012
C16 0.929 0.276 1.079
C17 1.394 0.923 -1.680
C18 -2.209 -1.012 4.282
N4 4.055 0.303 -2.563
N5 -0.119 -0.836 3.120
C19 -0.569 0.611 -6.477
C20 0.283 1.883 -6.289
C21 -0.055 -0.639 5.601
C22 -0.833 -0.330 4.285
H1 1.623 0.275 5.012
H2 3.161 1.294 -6.498
H3 -5.781 -2.708 4.368
H4 -4.112 -3.591 5.693
H5 -5.400 -0.876 3.022
H6 2.058 2.079 1.546
H7 2.523 2.526 -0.812
H8 0.055 -0.661 -2.170
H9 -1.573 -2.549 5.723
H10 -3.105 0.225 2.801
H11 4.925 0.262 -3.126
H12 4.149 0.636 -1.638
H13 -0.717 -1.325 2.426
H14 -0.818 0.263 -5.440
H15 -1.519 0.911 -6.990
H16 -0.346 2.768 -6.169
H17 0.695 2.101 -7.210
H18 0.266 -1.620 5.640
H19 -0.727 -0.534 6.400
H20 -0.916 0.760 4.132

The calculation puts the HOMO-LUMO gap at 8.072 eV. Its energy is -1374.37448 a.u. For the HOMO energy, the calculation gives -8.89 eV. The strongest force on any atom is 7.220 eV/Å. As for the total charge: 0. As for the structure (SMILES): N#CCCc1cnc(N)c(-c2ccc(C(=O)N[C@H](CO)c3ccccc3)c(F)c2)n1.

# 2
C22H20LiN4O5 as an isolated structure. Source: OMol25; level of theory: ωB97M-V with the def2-TZVPD basis set.

CARTESIAN COORDINATES (ANGSTROEM)
Li1 0.316 0.223 1.466
C1 0.295 -0.600 3.858
O1 1.185 -1.002 3.128
O2 -0.527 0.094 3.335
O3 0.329 -0.852 5.034
C2 -3.439 -2.033 -3.473
C3 -3.465 -0.963 -2.531
C4 -3.172 -1.170 -1.160
C5 -2.820 -2.433 -0.826
C6 -2.733 -3.485 -1.718
C7 -3.003 -3.300 -3.087
N1 -2.344 -2.594 0.613
O4 -2.181 -3.720 1.104
O5 -2.043 -1.565 1.217
H1 -3.857 -1.875 -4.457
H2 -3.946 -0.054 -2.860
H3 -3.435 -0.359 -0.497
H4 -2.290 -4.450 -1.520
H5 -2.864 -4.149 -3.740
N2 0.823 -1.130 -0.042
C8 1.793 -2.080 0.109
C9 2.075 -3.162 -0.753
C10 1.362 -3.207 -1.941
C11 0.287 -2.345 -2.143
C12 0.050 -1.342 -1.166
H6 2.295 -1.845 1.036
H7 2.866 -3.868 -0.546
H8 1.620 -4.075 -2.530
H9 -0.226 -2.430 -3.090
H10 -0.719 -0.585 -1.217
N3 -0.217 2.004 0.456
C13 0.234 2.135 -0.834
C14 -0.254 3.091 -1.720
C15 -1.235 4.015 -1.250
C16 -1.700 3.831 0.019
C17 -1.095 2.885 0.853
H11 0.952 1.392 -1.149
H12 -0.054 2.928 -2.768
H13 -1.700 4.761 -1.878
H14 -2.555 4.262 0.518
H15 -1.559 2.701 1.811
N4 2.194 1.308 1.935
C18 2.187 2.157 3.028
C19 3.121 3.161 3.278
C20 4.189 3.121 2.423
C21 4.297 2.250 1.348
C22 3.218 1.418 1.050
H16 1.306 2.149 3.652
H17 3.072 3.918 4.046
H18 5.016 3.794 2.597
H19 5.239 2.267 0.821
H20 3.112 0.808 0.165

The calculation puts the HOMO-LUMO gap at 2.814 eV. Its energy is -1452.98757 a.u. For the HOMO energy, the calculation gives -0.94 eV. The strongest force on any atom is 10.155 eV/Å. As for the total charge: -1.